# 1
Molecular formula: C48H44AsBrN2O2PRuS
Method: DFT, ωB97M-V/def2-TZVPD

The geometry in XYZ format:
```
101
Properties=species:S:1:pos:R:3:forces:R:3:mulliken_charge:R:1
Ru -1.2078 -0.6110 -0.3998 0.54 0.19 0.51 -0.571
Br -2.1962 0.7055 -2.2623 0.11 -0.07 0.23 -0.647
As 1.6475 0.4934 -2.3224 0.08 0.08 -0.27 0.695
S -4.3462 -3.8010 -0.4855 0.04 0.06 0.00 -0.371
P -1.1960 0.3431 1.6482 -0.92 1.09 -0.29 4.365
O -0.3595 -1.2138 1.6391 0.03 -0.05 0.18 -0.283
O 0.8320 -0.0905 -1.0091 0.05 -0.03 0.12 2.050
N -0.5263 -2.7031 -0.6110 -0.22 -0.37 -0.48 1.017
N -2.5947 -2.4013 2.6680 -0.01 -0.05 0.05 0.239
C 0.1923 -1.3046 -4.0139 0.01 -0.03 0.04 -0.484
C 1.6263 2.1977 4.0258 0.00 0.01 -0.02 -0.829
C 0.5535 3.1295 -2.0751 -0.02 -0.01 0.00 -0.270
C -1.5661 -3.5657 -0.5978 0.10 -0.07 0.03 0.880
C -2.7635 -1.2871 3.4467 0.04 -0.08 -0.03 -0.838
C -2.2568 1.8602 1.1338 0.29 0.15 0.18 -0.047
C 0.2466 1.3155 2.2430 0.01 -0.19 0.12 0.508
C 2.8780 3.0676 -2.7420 0.03 0.01 0.00 -0.504
C 1.7654 5.1761 -2.4440 -0.01 -0.01 0.00 -0.572
C -3.8107 -0.3167 5.4148 0.02 -0.02 -0.03 -0.765
C 5.4641 -0.1357 -0.7813 0.00 0.00 0.00 -0.858
C 1.0426 -0.2080 -4.0002 0.00 0.02 0.06 0.082
C 0.5001 -2.1369 3.7408 -0.01 -0.03 0.07 -1.428
C 1.0736 -0.1678 -6.3980 -0.01 -0.02 0.01 -0.728
C 2.2026 2.6526 1.7471 0.03 0.03 -0.02 -0.690
C 5.2325 -1.6389 -2.6473 0.02 0.01 0.01 -0.802
C 1.0148 -4.4987 -0.8772 0.02 -0.01 0.03 -1.171
C -0.2169 -1.8339 -5.2289 0.01 0.01 -0.01 -1.004
C 3.4607 -0.1065 -2.1095 -0.06 -0.07 -0.01 -0.059
C -3.3252 0.9432 5.0693 0.00 -0.03 -0.01 -0.991
C 0.7225 -1.9302 2.2533 0.20 -0.10 -0.26 0.342
C 5.9778 -1.1450 -1.5866 -0.01 0.00 -0.01 -0.496
C -5.1964 -2.3286 -0.3113 -0.08 -0.11 0.01 -0.633
C -2.9728 -1.5643 -0.2334 -0.16 -0.64 -0.20 1.143
C 4.2046 0.3813 -1.0390 0.01 -0.03 0.03 0.030
C -3.9773 3.8920 0.2275 0.01 0.01 0.03 -0.860
C 3.9699 -1.1225 -2.9095 0.03 0.05 -0.04 -0.455
C 0.5932 4.5155 -2.0993 0.02 0.02 0.00 -0.703
C -4.4923 2.6768 0.6614 0.01 0.03 -0.04 -1.107
C -3.6376 1.6878 1.1136 -0.09 -0.06 -0.01 -0.703
C 0.7199 -3.1593 -0.7433 0.00 0.05 -0.10 -0.983
C -0.0468 -5.4020 -0.8808 -0.04 0.00 -0.01 -0.852
C -4.3732 -1.2544 -0.2047 0.10 0.28 0.02 -0.869
C 0.2234 -1.2666 -6.4167 0.01 0.01 0.01 -0.495
C -2.6095 4.1062 0.2914 -0.04 0.00 -0.02 -0.645
C 2.9064 4.4549 -2.7686 -0.01 0.00 0.00 -0.759
C -2.2422 -0.0244 3.1067 0.05 -0.19 -0.03 0.419
C -3.5400 -1.4034 4.6161 -0.01 0.00 0.02 -0.597
C -2.5681 1.0654 3.9228 -0.01 0.06 0.06 -0.287
C 2.4742 2.7895 3.1018 -0.01 0.00 -0.01 -1.005
C -1.3378 -4.9415 -0.7433 0.00 -0.05 0.05 -0.817
C 0.5191 1.4745 3.6000 0.00 -0.07 0.05 -0.614
C 1.7014 2.4109 -2.3947 0.02 -0.05 0.01 0.500
C -2.8467 -2.9384 -0.4290 0.01 0.13 0.02 -0.363
C 1.1054 1.9171 1.3280 0.05 -0.03 0.11 0.332
C -1.7599 3.1038 0.7452 0.00 -0.05 -0.11 -0.410
C 2.0902 -1.3248 1.9592 0.01 0.00 0.05 -1.452
C 1.4866 0.3646 -5.1859 -0.01 0.04 -0.02 -0.294
H -2.1992 5.0658 -0.0027 0.01 -0.01 0.00 0.443
H 1.2355 -2.8595 4.1042 0.00 0.03 0.00 0.569
H 6.0408 0.2429 0.0527 0.00 0.00 -0.01 0.431
H 0.1396 -6.4631 -0.9911 0.00 0.00 0.00 0.402
H 2.1458 -0.9896 0.9253 0.00 0.00 -0.08 -0.004
H -4.6376 4.6705 -0.1339 0.00 -0.01 0.01 0.376
H -0.4955 -2.5295 3.9444 0.10 0.02 0.00 0.331
H 2.1388 1.2311 -5.1699 0.00 0.00 0.01 0.377
H 6.9607 -1.5503 -1.3824 -0.01 0.00 0.00 0.384
H -3.5467 1.8120 5.6742 0.00 -0.01 0.00 0.454
H -0.1648 -1.7273 -3.0830 0.00 0.00 -0.02 0.581
H -0.1046 -1.6762 -7.3636 0.00 0.00 0.01 0.378
H -4.4124 -0.4465 6.3063 0.00 0.00 -0.01 0.413
H 2.0406 -4.8239 -0.9771 -0.01 0.00 -0.01 0.558
H -6.2759 -2.3292 -0.3171 0.02 0.01 0.01 0.489
H -0.7008 3.3163 0.7948 -0.02 0.01 -0.01 0.457
H -0.1318 1.0316 4.3425 0.03 -0.02 -0.02 0.374
H 1.8192 2.3015 5.0864 0.00 0.00 -0.01 0.417
H 3.3318 3.3611 3.4341 -0.01 -0.01 0.00 0.408
H -3.9383 -2.3795 4.8711 0.00 0.01 0.00 0.393
H 1.7906 6.2585 -2.4595 0.00 -0.01 0.00 0.413
H 2.8638 -2.0794 2.1315 -0.04 0.03 0.00 0.477
H -2.2206 2.0507 3.6332 0.01 -0.05 0.03 0.460
H 0.9075 1.7966 0.2810 0.00 -0.03 -0.27 -0.369
H -4.0437 0.7577 1.4870 -0.08 0.00 -0.03 1.036
H 3.8195 4.9705 -3.0368 -0.01 0.00 0.00 0.417
H -1.8745 -2.3824 1.9588 -0.22 0.03 0.17 -0.575
H 3.7736 2.5058 -2.9810 -0.01 0.00 0.00 0.411
H 3.3880 -1.5097 -3.7373 -0.01 0.00 0.00 0.415
H -0.2977 5.0770 -1.8494 0.00 -0.01 0.00 0.457
H 1.4078 0.2781 -7.3257 0.00 0.00 0.00 0.410
H 5.6306 -2.4283 -3.2719 0.00 0.00 0.01 0.428
H 0.6796 -2.9158 1.7737 0.04 0.03 0.06 0.352
H -0.3632 2.6095 -1.8191 -0.02 0.00 0.01 -0.123
H 3.7961 1.1502 -0.3946 -0.03 0.03 0.03 0.376
H 1.4876 -2.3962 -0.7477 0.04 0.02 0.00 0.702
H 2.3030 -0.4716 2.6053 -0.03 0.01 0.00 0.309
H -0.8916 -2.6797 -5.2446 0.00 0.00 0.00 0.459
H -5.5619 2.5038 0.6492 0.00 0.00 0.01 0.434
H -2.8296 -3.2928 3.0658 -0.06 0.01 -0.01 0.263
H 0.6368 -1.2129 4.3002 -0.02 0.09 0.00 0.185
H -4.7702 -0.2527 -0.1520 0.05 0.02 0.00 0.449
H 2.8387 3.1323 1.0098 -0.01 -0.03 0.02 0.606
H -2.1759 -5.6257 -0.7432 0.00 0.00 0.00 0.481
```
Positions in Å, forces in eV/Å.

HOMO (alpha / beta) = -6.9 / -7.0 eV
E_tot = -7759.72844 a.u.
Expectation value of S² = 0.758
Multiplicity = 2
Kohn-Sham gap (alpha / beta) = 7.04 / 7.07 eV


# 2
Molecular formula: C48H44AuClN4OP2S
Method: DFT, ωB97M-V/def2-TZVPD

The geometry in XYZ format:
```
102
Properties=species:S:1:pos:R:3:forces:R:3:mulliken_charge:R:1
Au 0.7374 -0.9495 1.1070 -0.53 0.30 -0.50 2.165
Cl 2.6478 -3.8746 2.3264 0.07 -0.04 0.01 -0.102
S -0.7910 -0.7752 -2.0215 0.11 0.01 0.22 -0.120
P 1.6256 1.3888 0.7363 -0.16 -0.36 0.36 1.281
P -1.5179 -1.0256 1.8888 0.51 -0.03 0.25 1.196
O -0.6856 1.6486 2.6097 0.23 0.04 -0.02 0.291
N -2.0829 -1.7539 -4.1117 0.12 -0.04 0.24 -0.233
N 4.2532 -2.5213 -0.7873 0.00 0.01 0.01 0.235
N -1.8698 0.5386 -4.0331 0.31 -0.06 0.33 0.268
N 2.3221 -1.7263 -0.1383 0.12 0.09 -0.10 0.361
C 1.1847 2.7915 1.7911 0.23 0.13 -0.04 0.465
C -3.9571 0.2942 2.0412 0.00 0.11 -0.10 -0.452
C -1.4994 -2.7460 6.1457 0.04 0.06 -0.08 -0.670
C -0.7789 -1.1161 4.5346 0.03 0.01 0.05 -0.168
C -3.2691 -4.0943 -1.0221 0.01 -0.04 0.01 -0.688
C 2.0506 3.8914 1.8181 -0.06 0.02 0.08 -0.628
C 3.6190 -1.7625 0.1068 0.16 -0.09 0.12 -1.234
C 3.3102 -3.0029 -1.6617 0.13 -0.01 -0.05 -0.711
C -2.2917 -2.2019 0.7651 -0.12 0.05 0.05 0.798
C -0.1265 3.7979 3.5625 0.20 0.10 -0.07 -0.197
C -2.2935 -4.4547 -0.0994 -0.07 0.06 -0.06 -0.905
C -4.7679 1.4125 2.1331 0.13 0.05 0.00 -1.089
C 1.6789 1.5139 -3.3185 -0.01 0.04 0.05 -0.733
C -2.0432 0.1264 -6.4525 0.03 0.04 -0.13 -0.175
C -2.5660 0.4222 2.0751 -0.52 -0.21 -0.14 -0.077
C 0.8159 2.5689 -3.5804 0.01 0.03 -0.06 -0.811
C 3.3819 1.1684 1.0663 -0.10 0.17 -0.05 0.333
C 5.6902 -2.7770 -0.8086 -0.11 -0.05 -0.10 -0.808
C 3.7277 0.6854 2.3282 0.11 0.02 0.12 -0.670
C 5.0590 0.5062 2.6600 0.00 0.06 -0.08 -0.651
C -0.7729 -1.6018 5.8277 -0.06 -0.10 0.12 -0.776
C 5.7089 1.2988 0.4789 -0.11 -0.04 0.06 -0.829
C -2.8106 2.8130 2.3717 -0.29 0.01 -0.05 -1.167
C 1.6202 -2.6892 2.9595 0.10 -0.14 0.11 -0.572
C 0.0948 2.7807 2.6476 -0.24 -0.29 -0.06 -0.832
C 4.3725 1.4843 0.1451 0.11 0.02 -0.08 -0.242
C -2.5997 0.4710 -7.6772 0.00 0.00 0.04 -0.667
C -1.5118 -1.7703 3.5428 -0.03 0.10 -0.06 0.285
C 1.3445 1.8376 -0.9622 -0.08 0.21 0.01 0.634
C 0.4559 2.8817 -1.2292 0.03 0.02 -0.12 -0.915
C -2.2437 -2.9048 3.8641 -0.15 -0.13 0.02 -0.247
C -3.4991 1.5209 -7.7762 0.03 -0.03 0.03 -0.522
C -3.2345 -1.8379 -0.1915 -0.06 -0.01 0.02 -0.597
C -3.7324 -2.7889 -1.0689 0.01 -0.03 0.01 -0.877
C 1.8182 4.9384 2.6897 -0.15 -0.13 0.03 -0.985
C 0.7406 4.8782 3.5704 0.03 0.02 -0.02 -0.679
C -2.0289 1.6735 2.3320 0.36 0.17 0.15 1.208
C 2.1169 -2.5035 -1.2595 -0.10 -0.05 0.07 -0.653
C -2.2335 -3.3921 5.1648 0.04 0.05 0.04 -0.856
C -1.8113 -3.5132 0.7914 0.09 -0.12 -0.06 -0.728
C -4.1872 2.6699 2.2506 0.09 -0.07 0.01 -0.916
C -2.4174 0.8264 -5.3132 -0.08 0.07 0.11 0.306
C -3.8430 2.2353 -6.6376 0.00 -0.01 -0.01 -0.557
C 0.1926 3.2449 -2.5405 0.08 -0.10 0.09 -0.879
C 1.9326 1.1330 -2.0140 0.01 0.01 -0.06 0.082
C -3.3127 1.8847 -5.4080 -0.04 -0.05 -0.09 -0.587
C -1.6226 -0.6650 -3.4705 -0.40 0.07 -0.53 -0.436
C 6.0497 0.8086 1.7300 0.04 -0.03 0.04 -0.614
H -3.6732 -4.8365 -1.6979 0.01 -0.01 -0.02 0.450
H -1.5767 1.3159 -3.4535 -0.04 -0.12 -0.17 -0.090
H 5.9964 -3.2016 0.1451 0.07 0.03 -0.03 0.318
H -0.2138 -0.2229 4.3025 0.02 0.07 -0.10 0.342
H 4.1272 -1.2894 0.9252 0.03 0.04 0.10 0.845
H -4.4809 -2.5034 -1.7952 -0.03 0.01 -0.01 0.466
H -2.8292 -3.4181 3.1124 -0.01 0.04 0.03 0.477
H 3.5775 -3.6425 -2.4787 0.00 -0.09 -0.14 0.473
H 2.4833 5.7871 2.7004 0.05 0.08 0.01 0.488
H -4.8091 3.5515 2.2836 -0.07 0.06 0.02 0.450
H 2.9083 3.9272 1.1608 0.06 -0.04 -0.04 0.492
H -2.7004 -1.6775 -4.9055 0.05 -0.03 0.03 0.234
H 2.0639 -1.9514 3.6079 0.10 0.02 0.07 0.447
H -5.8413 1.3059 2.1049 -0.06 0.00 -0.01 0.466
H 5.8967 -3.4917 -1.6024 0.04 0.05 0.06 0.343
H 6.4794 1.5492 -0.2345 0.06 0.03 -0.05 0.521
H -2.3077 -0.0815 -8.5576 0.00 -0.02 -0.08 0.391
H -2.8065 -4.2732 5.4126 -0.04 -0.06 -0.01 0.471
H -3.6018 2.4225 -4.5172 -0.01 0.05 0.11 0.421
H 2.1414 0.9775 -4.1331 0.04 -0.03 -0.06 0.486
H 0.6275 2.8681 -4.6019 -0.02 0.00 -0.07 0.433
H 7.0904 0.6770 1.9905 0.04 -0.02 0.02 0.454
H 6.2243 -1.8493 -1.0077 0.04 -0.07 0.04 0.318
H -0.0078 3.4309 -0.4220 -0.03 0.00 0.06 0.428
H -3.9242 1.7838 -8.7334 -0.01 0.02 -0.04 0.412
H -4.4078 -0.6825 1.9337 -0.01 -0.04 -0.02 0.623
H -1.3002 -0.6578 -6.4098 0.01 -0.03 0.08 0.548
H 4.1157 1.8842 -0.8266 -0.02 0.00 0.00 0.566
H -1.9801 -2.6359 -3.6354 -0.05 0.09 -0.11 0.239
H -1.0685 -3.8216 1.5186 0.04 0.06 -0.01 0.431
H -1.9228 -5.4686 -0.0624 0.01 -0.05 0.00 0.508
H -2.3725 3.7904 2.5173 -0.05 -0.07 -0.03 0.670
H 0.5807 5.6781 4.2787 0.00 0.05 0.03 0.475
H -0.4791 4.0645 -2.7467 -0.04 0.08 -0.02 0.513
H 5.3252 0.1428 3.6410 0.04 -0.03 0.07 0.482
H -3.5851 -0.8194 -0.2677 0.03 0.04 0.03 0.620
H 2.5772 0.2853 -1.8262 0.01 -0.01 0.06 0.000
H -4.5369 3.0601 -6.7003 -0.05 0.05 -0.02 0.398
H 2.9644 0.4514 3.0618 -0.09 0.02 -0.02 0.414
H -1.4964 -3.1292 7.1554 0.01 0.00 0.06 0.433
H 0.6063 -3.0090 3.1268 -0.09 -0.04 0.07 0.309
H -0.2074 -1.0897 6.5941 0.01 0.01 0.02 0.483
H -0.9506 3.7372 4.2580 0.00 -0.02 0.03 0.693
H 1.1441 -2.6249 -1.6942 -0.15 -0.01 -0.03 0.400
```
Positions in Å, forces in eV/Å.

HOMO (alpha / beta) = -12.3 / -12.3 eV
E_tot = -3826.07538 a.u.
Expectation value of S² = 2.013
Total charge = +2
Multiplicity = 3
Kohn-Sham gap (alpha / beta) = 7.98 / 4.75 eV


Table of M (g/mol), in record order: 999.829; 1019.342
Table of relative energy (zero: lowest compared OMol25 entry of this formula, charge and spin) (kcal/mol), in record order: 47.4; 14.0